Record 1
{"formula": "H39O19", "method": "ωB97M-V/def2-TZVPD", "spin_multiplicity": 1, "charge": 1, "homo_lumo_gap_ev": 10.2726, "e_above_lowest_kj_mol": 664.6, "species": ["O", "H", "H", "O", "H", "H", "O", "H", "H", "O", "H", "H", "O", "H", "H", "O", "H", "H", "O", "H", "H", "O", "H", "O", "H", "H", "O", "H", "H", "O", "H", "H", "O", "H", "H", "O", "H", "H", "O", "H", "H", "O", "H", "H", "O", "H", "H", "O", "H", "H", "O", "H", "H", "O", "H", "H", "H", "H"], "xyz": [[-2.552, 0.692, 1.378], [-1.545, 4.558, 0.004], [-2.916, -0.114, 2.032], [-3.345, -2.360, 1.616], [-3.558, -2.556, 2.497], [-2.520, -2.937, 1.295], [-0.140, 3.002, -1.918], [3.065, -2.379, -2.451], [0.828, 2.920, -1.893], [2.927, -2.011, 1.647], [3.529, -1.218, 1.929], [1.863, 1.495, -0.002], [0.986, -4.555, 0.584], [1.229, -5.012, -0.039], [1.814, -3.970, 0.708], [-1.661, -3.876, 0.445], [-2.040, -4.809, 0.574], [-0.837, -3.804, 0.978], [1.927, 3.284, 1.796], [-1.954, 3.008, -0.125], [1.647, 2.497, 2.479], [-1.253, 3.700, 0.195], [2.772, 3.551, 2.123], [1.049, 0.751, -2.562], [1.801, 0.957, -1.921], [1.051, -0.196, -2.565], [-3.478, -2.915, -2.018], [-4.093, -2.052, -1.846], [0.567, -1.232, -1.642], [-2.207, 1.884, -1.129], [-0.579, 3.264, -0.580], [-2.634, 1.436, -0.325], [2.550, 1.225, -0.630], [3.405, 0.884, -0.217], [-2.924, 2.072, -1.670], [3.744, -2.282, -1.728], [-3.175, -2.989, -1.058], [-1.796, 0.977, 1.948], [0.489, 0.068, 1.776], [1.058, -0.514, 2.265], [3.595, -2.866, 1.783], [2.134, 0.198, 4.472], [1.751, -0.580, 4.897], [-0.413, 2.059, -2.358], [-0.601, 2.333, 3.187], [0.241, 3.039, -4.393], [-0.274, 3.019, 3.884], [0.152, 2.105, -4.318], [0.171, 2.235, 2.634], [0.684, 1.502, -4.103], [1.190, -1.523, -1.055], [1.064, -0.846, -0.437], [1.433, 0.838, 4.651], [-3.210, 0.752, -3.427], [-2.891, 0.078, -2.827], [-2.500, 0.665, -4.022], [4.275, -2.955, -1.668], [0.106, -0.498, 1.148]]}


Record 2
{"formula": "C27H19BF4FeN12S2", "method": "ωB97M-V/def2-TZVPD", "spin_multiplicity": 2, "charge": 1, "homo_lumo_gap_ev": [5.5550, 5.5752], "species": ["Fe", "B", "N", "C", "C", "C", "N", "N", "C", "C", "C", "N", "H", "H", "H", "H", "H", "H", "H", "H", "F", "C", "C", "F", "C", "C", "C", "F", "C", "C", "C", "N", "C", "N", "F", "C", "C", "N", "C", "N", "C", "N", "C", "C", "N", "C", "S", "H", "H", "H", "H", "H", "H", "C", "C", "C", "C", "N", "C", "S", "N", "H", "H", "H", "H", "H"], "xyz": [[0.378, -0.014, 1.433], [0.455, 2.991, 2.776], [1.117, 2.753, 1.394], [1.689, 3.689, 0.631], [2.189, 3.099, -0.515], [1.882, 1.754, -0.377], [1.241, 1.564, 0.782], [0.707, 1.751, 3.689], [0.919, 1.780, 5.009], [0.986, 0.481, 5.486], [0.812, -0.310, 4.357], [0.637, 0.466, 3.284], [0.983, 3.940, 3.286], [-0.738, 3.181, 2.627], [1.719, 4.713, 0.962], [2.721, 3.576, -1.319], [2.107, 0.916, -1.016], [1.029, 2.723, 5.517], [1.169, 0.156, 6.495], [0.849, -1.384, 4.258], [-1.756, -2.856, -4.970], [-2.077, -1.592, -4.755], [-2.856, -0.961, -5.648], [-3.267, -1.626, -6.709], [-3.271, 0.424, -5.492], [-2.791, 1.059, -4.275], [-2.017, 0.422, -3.385], [-1.615, 1.080, -2.303], [-1.587, -0.950, -3.552], [-0.795, -1.586, -2.642], [-0.394, -0.981, -1.408], [-0.078, -0.547, -0.400], [-0.314, -2.930, -2.791], [0.076, -4.003, -2.914], [-3.127, 2.312, -4.038], [-4.040, 1.071, -6.407], [-4.522, 0.460, -7.613], [-4.929, 0.047, -8.603], [-4.449, 2.440, -6.270], [-4.772, 3.540, -6.227], [-2.646, -1.977, 3.418], [-2.636, -0.598, 3.884], [-2.948, -0.173, 5.161], [-2.802, 1.169, 5.183], [-2.415, 1.538, 3.917], [-2.301, 0.462, 3.132], [-1.878, 0.437, 1.457], [-3.072, -2.601, 4.198], [-1.631, -2.309, 3.205], [-3.244, -2.058, 2.515], [-3.243, -0.861, 5.933], [-2.939, 1.878, 5.979], [-2.129, 2.457, 3.595], [6.505, -2.558, -0.232], [5.061, -2.363, -0.574], [4.583, -2.507, -1.873], [3.238, -2.289, -2.074], [2.400, -1.953, -1.089], [2.949, -1.843, 0.115], [1.998, -1.481, 1.577], [4.231, -2.030, 0.413], [6.902, -3.449, -0.717], [6.624, -2.640, 0.845], [7.088, -1.704, -0.583], [5.236, -2.789, -2.686], [2.796, -2.405, -3.056]]}


Record 3
{"formula": "C9H8BrN", "method": "ωB97M-V/def2-TZVPD", "spin_multiplicity": 1, "charge": 0, "smiles": "CN(C#CBr)c1ccccc1", "homo_lumo_gap_ev": 8.4307, "e_above_lowest_kj_mol": 307.8, "species": ["C", "C", "C", "C", "C", "C", "C", "C", "C", "N", "Br", "H", "H", "H", "H", "H", "H", "H", "H"], "xyz": [[-2.805, 0.382, 0.085], [-3.988, 0.264, 0.322], [1.426, -2.121, 0.068], [0.038, -2.454, 0.054], [1.843, -0.794, -0.114], [-0.873, -1.442, -0.198], [0.893, 0.244, 0.134], [-0.488, -0.090, 0.032], [-1.125, 2.155, -0.068], [-1.560, 0.762, -0.065], [-5.748, -0.302, -0.027], [2.268, -2.755, 0.114], [-0.405, -3.495, 0.095], [2.925, -0.457, -0.186], [-1.826, -1.780, -0.385], [1.123, 1.217, 0.270], [-0.965, 2.588, 0.921], [-0.398, 2.417, -0.870], [-2.053, 2.883, -0.336]]}


Record 4
{"formula": "C40H36NO2P2Tl", "method": "ωB97M-V/def2-TZVPD", "spin_multiplicity": 1, "charge": 2, "homo_lumo_gap_ev": 5.5079, "e_above_lowest_kj_mol": 378.0, "species": ["C", "C", "C", "C", "C", "C", "P", "C", "C", "C", "C", "C", "C", "Tl", "P", "C", "C", "C", "C", "C", "C", "C", "C", "C", "C", "C", "C", "C", "C", "C", "C", "C", "C", "C", "C", "C", "C", "C", "C", "H", "H", "H", "H", "H", "H", "H", "H", "H", "H", "H", "H", "H", "H", "H", "H", "H", "H", "H", "H", "H", "H", "H", "H", "H", "H", "H", "H", "H", "H", "H", "H", "O", "C", "C", "C", "C", "O", "N", "H", "H", "H", "H"], "xyz": [[1.084, 1.354, -2.783], [2.052, 0.897, -1.862], [2.852, -0.207, -2.194], [2.726, -0.817, -3.443], [1.776, -0.334, -4.361], [0.964, 0.732, -4.019], [2.040, 1.535, -0.181], [3.607, 1.114, 0.618], [3.678, 0.019, 1.482], [4.913, -0.332, 2.079], [6.051, 0.441, 1.777], [5.971, 1.528, 0.943], [4.753, 1.905, 0.355], [-0.533, 0.607, 1.182], [-2.351, -1.257, -0.376], [-1.302, -2.313, -1.331], [-1.462, -2.384, -2.712], [-0.534, -3.121, -3.475], [0.551, -3.728, -2.827], [0.739, -3.610, -1.458], [-0.201, -2.908, -0.678], [-3.232, -2.260, 0.866], [-3.946, -1.637, 1.909], [-4.556, -2.414, 2.902], [-4.500, -3.814, 2.826], [-3.859, -4.436, 1.756], [-3.242, -3.669, 0.763], [-3.500, -0.286, -1.337], [-3.380, 1.099, -1.333], [-4.183, 1.880, -2.162], [-5.127, 1.236, -2.997], [-5.263, -0.144, -2.967], [-4.470, -0.929, -2.145], [1.864, 3.331, -0.174], [2.059, 4.112, -1.326], [1.722, 5.457, -1.324], [1.188, 6.056, -0.172], [1.034, 5.286, 0.992], [1.385, 3.948, 1.002], [-4.003, -0.547, 1.947], [-5.069, -1.930, 3.731], [-4.971, -4.419, 3.612], [-3.831, -5.527, 1.689], [-2.760, -4.151, -0.086], [-2.304, -1.899, -3.200], [-0.678, -3.204, -4.539], [1.265, -4.306, -3.429], [1.592, -4.068, -0.968], [-0.077, -2.813, 0.395], [-2.598, 1.559, -0.728], [-4.084, 2.958, -2.160], [-5.744, 1.855, -3.656], [-6.011, -0.638, -3.611], [-4.568, -2.012, -2.110], [2.479, 3.657, -2.229], [1.866, 6.058, -2.228], [0.905, 7.105, -0.178], [0.633, 5.755, 1.900], [1.286, 3.348, 1.919], [2.780, -0.557, 1.708], [4.965, -1.172, 2.742], [7.016, 0.151, 2.232], [6.863, 2.129, 0.716], [4.679, 2.763, -0.289], [3.578, -0.594, -1.469], [3.357, -1.662, -3.694], [1.683, -0.814, -5.340], [0.222, 1.104, -4.740], [0.389, 2.145, -2.496], [-1.046, -0.148, -0.168], [-0.216, 1.562, -0.128], [-0.609, -2.202, 3.138], [-0.146, -1.136, 3.669], [0.147, -1.095, 5.172], [0.888, 0.199, 5.340], [0.880, 0.811, 3.931], [1.492, 1.878, 3.718], [0.149, 0.051, 3.006], [-0.795, -1.076, 5.760], [0.746, -1.958, 5.523], [0.368, 0.867, 6.059], [1.915, 0.033, 5.725]]}


Record 5
{"formula": "Cl2H4Si2", "method": "ωB97M-V/def2-TZVPD", "spin_multiplicity": 3, "charge": 0, "homo_lumo_gap_ev": [7.3304, 9.0402], "e_above_lowest_kj_mol": 53.8, "species": ["Si", "Si", "Cl", "Cl", "H", "H", "H", "H"], "xyz": [[0.310, 1.621, -1.227], [-0.311, -1.276, 0.896], [1.385, -1.652, 2.067], [-0.619, -3.041, -0.113], [-0.968, 2.251, -0.877], [1.145, 2.392, -0.331], [0.309, 0.626, -2.403], [-1.251, -0.922, 1.989]]}


Record 6
{"formula": "C8H14F6KNO7S2", "method": "ωB97M-V/def2-TZVPD", "spin_multiplicity": 1, "charge": 0, "homo_lumo_gap_ev": 9.6643, "e_above_lowest_kj_mol": 715.5, "species": ["K", "C", "F", "F", "F", "S", "O", "O", "N", "S", "O", "O", "C", "F", "F", "F", "C", "O", "C", "C", "O", "C", "C", "O", "C", "H", "H", "H", "H", "H", "H", "H", "H", "H", "H", "H", "H", "H", "H"], "xyz": [[1.291, 0.192, 1.568], [-2.511, -1.070, -0.484], [-3.137, -1.859, -1.345], [-2.196, 0.064, -1.113], [-3.277, -0.810, 0.589], [-0.943, -1.940, 0.165], [-0.539, -2.880, -0.927], [0.029, -0.903, 0.548], [-1.537, -2.881, 1.496], [-1.037, -2.095, 2.747], [0.394, -2.277, 2.996], [-1.658, -0.759, 2.953], [-1.873, -3.235, 4.129], [-1.620, -2.751, 5.412], [-3.164, -3.531, 3.890], [-1.346, -4.467, 4.041], [4.455, 0.323, 0.935], [3.243, -0.360, 0.556], [2.965, -0.146, -0.826], [1.459, 0.034, -1.211], [0.727, 0.951, -0.362], [-0.577, 1.232, -0.800], [-0.471, 2.524, -1.691], [-1.615, 2.467, -2.544], [-1.912, 3.668, -3.209], [4.438, 1.369, 0.630], [5.325, -0.246, 0.606], [4.360, 0.268, 2.020], [3.349, -0.824, -1.588], [3.355, 0.812, -1.170], [1.027, -0.945, -1.003], [1.286, 0.278, -2.260], [-1.150, 1.583, 0.058], [-1.103, 0.413, -1.290], [0.353, 2.479, -2.403], [-0.340, 3.390, -1.043], [-2.925, 3.616, -3.609], [-1.183, 3.855, -3.997], [-1.945, 4.464, -2.465]]}


| no. | maximum force (Eh/bohr) | E (a.u.) |
| --- | --- | --- |
| 1 | 0.276 | -1452.4850 |
| 2 | 0.010 | -4181.5099 |
| 3 | 0.102 | -2976.3694 |
| 4 | 0.113 | -2605.5797 |
| 5 | 0.028 | -1501.6773 |
| 6 | 0.206 | -2889.8505 |